(1)
{
  "formula": "C18H20FeN",
  "method": "wB97M-V/def2-TZVPD",
  "homo_energy_ev": [0.39, -4.29],
  "charge": -1,
  "e_tot_ev": -54861.7563,
  "multiplicity": 5,
  "gap_ev": [2.319, 6.579],
  "symbols": ["C", "C", "C", "C", "N", "C", "C", "H", "H", "H", "H", "H", "H", "H", "C", "C", "C", "C", "C", "C", "C", "Fe", "C", "C", "C", "C", "C", "H", "H", "H", "H", "H", "H", "H", "H", "H", "H", "H", "H", "H"],
  "coordinates": [[0.3630, 2.6902, 2.5613], [-0.1388, 2.0132, 1.2907], [0.5384, 2.0828, 0.0772], [0.0966, 1.3999, -1.0689], [-0.9768, 0.6078, -1.0540], [-1.7143, 0.5841, 0.0725], [-1.3095, 1.2540, 1.2426], [-0.2672, 2.5475, 3.4598], [1.3659, 2.3589, 2.8942], [0.4731, 3.7891, 2.4908], [1.4413, 2.6663, 0.0111], [0.6517, 1.5540, -2.0085], [-2.6803, 0.0487, 0.0768], [-1.9363, 1.1484, 2.1225], [-1.1150, -1.1835, -3.3505], [-1.6693, -1.2947, -4.7217], [-2.0689, -0.3195, -5.6236], [-2.5948, -0.4679, -7.0283], [-3.1856, 0.7966, -7.4349], [-3.1075, 1.7208, -6.3198], [-2.4499, 1.0463, -5.2125], [-4.0509, 0.0390, -5.8261], [-4.9106, -0.7660, -4.2597], [-5.0661, -1.6306, -5.4211], [-5.7378, -0.8743, -6.4534], [-5.9961, 0.4517, -5.9494], [-5.4856, 0.5302, -4.5945], [-1.0972, -2.1856, -2.9449], [-0.0643, -0.9084, -3.3628], [-1.6141, -0.5353, -2.6181], [-1.6350, -2.3166, -5.1321], [-2.4977, -1.3597, -7.6612], [-3.5703, 1.0026, -8.4361], [-3.4058, 2.7670, -6.2969], [-2.1735, 1.4445, -4.2259], [-4.5386, -1.0616, -3.2824], [-4.8371, -2.6929, -5.4581], [-6.1131, -1.2730, -7.3945], [-6.5967, 1.2112, -6.4409], [-5.6263, 1.3602, -3.9103]],
  "forces_ev_per_angstrom": [[0.0953, 0.0107, 0.0917], [-0.3504, 0.1001, 2.2025], [0.7764, -0.1873, -2.5502], [0.9786, 1.3321, 1.8086], [-0.4131, -0.5682, -1.8694], [-0.2006, 0.9058, 2.6169], [-1.1926, -1.0180, -0.8468], [-0.1057, -0.2166, -0.5838], [-0.0990, -0.1295, -0.2741], [-0.0971, -0.0828, -0.3022], [0.3130, 0.2672, -0.1681], [-0.2569, -0.3079, 0.2922], [0.5559, 0.1344, -0.1124], [-0.0864, 0.0685, 0.0962], [-0.4525, -0.3137, -0.2438], [0.8070, -1.7669, -0.5549], [-0.8798, 2.2245, -0.6182], [1.1471, 0.9122, -0.1542], [1.9715, -0.2910, -0.4346], [1.7622, -0.4168, 0.8137], [2.8589, 1.0840, -1.2397], [-0.1459, 0.0517, -0.5216], [-2.0658, -0.0576, 0.2251], [-1.4101, 0.3633, 0.1113], [-2.3443, -0.8378, 1.2171], [-0.8145, -1.1628, 0.3950], [-1.4959, -1.3426, 0.8447], [-0.1210, -0.3465, 0.3337], [0.2399, 0.4927, -0.0225], [0.2420, 0.1655, -0.3242], [-0.0591, 0.4100, 0.0037], [-0.0861, 0.4614, 0.4829], [-0.0379, -0.0034, 0.5475], [-0.1967, -0.4353, -0.0822], [-0.4742, -0.0864, -0.5499], [0.2178, 0.1092, -0.3942], [0.2488, 0.3972, -0.0863], [0.4230, 0.1926, 0.1510], [0.4702, -0.0401, -0.0359], [0.2780, -0.0720, -0.2645]]
}

(2)
{
  "formula": "C3H13NO3",
  "method": "wB97M-V/def2-TZVPD",
  "homo_energy_ev": -9.43,
  "e_tot_ev": -10952.7510,
  "gap_ev": 9.856,
  "symbols": ["C", "C", "N", "C", "O", "H", "H", "H", "H", "H", "H", "H", "H", "H", "O", "H", "H", "O", "H", "H"],
  "coordinates": [[-2.0317, 1.2827, 1.5354], [-1.1285, 0.2824, 2.4876], [0.0091, -0.5148, 2.0223], [-0.3432, -1.7056, 1.2956], [-0.7675, -1.4739, -0.1720], [-2.9269, 1.5331, 2.1264], [-1.3844, 2.1111, 1.3426], [-2.3559, 0.6231, 0.6928], [-1.8990, -0.4542, 2.9424], [-0.7642, 0.8010, 3.3881], [0.5726, 0.0939, 1.2697], [0.4540, -2.4635, 1.2646], [-1.2445, -2.1726, 1.7800], [0.0231, -1.1051, -0.4974], [1.3357, 0.8427, -2.0755], [1.1099, 1.8257, -2.1511], [1.7915, 0.8232, -1.1750], [3.3129, 0.2431, -5.2121], [2.8901, -0.5368, -4.7650], [3.3468, -0.0355, -6.0992]],
  "forces_ev_per_angstrom": [[0.9933, -3.3374, 1.3841], [-2.4899, -0.2370, 1.2251], [1.0052, 1.5807, -3.3540], [-1.8245, -0.6272, -1.2630], [-0.6598, -0.8939, 3.3314], [0.5001, 0.2281, -0.2222], [-0.1202, 0.6912, -0.7507], [0.4556, 1.1162, 0.2424], [1.2721, 0.8704, -0.7968], [-0.1757, 0.3417, -0.4750], [-1.2618, -1.4813, 2.4215], [-0.0044, 0.5429, 0.0612], [0.8818, 0.4443, -0.5348], [1.3821, 0.7805, -1.3278], [0.4453, 2.0136, 1.9295], [0.3852, -2.0433, -0.0380], [-0.7734, -0.0316, -1.8463], [-0.7469, -0.8507, 2.2764], [0.5650, 1.2673, -0.3885], [0.1710, -0.3744, -1.8746]]
}

(3)
{
  "formula": "C73H64AsN5O3PSSn",
  "method": "wB97M-V/def2-TZVPD",
  "homo_energy_ev": -13.42,
  "charge": 3,
  "e_tot_ev": -177099.3209,
  "gap_ev": 3.850,
  "symbols": ["Sn", "C", "O", "C", "N", "C", "C", "C", "C", "C", "C", "C", "C", "C", "C", "C", "C", "N", "C", "N", "C", "C", "O", "C", "C", "C", "C", "C", "C", "H", "H", "H", "H", "H", "H", "H", "H", "H", "H", "H", "H", "H", "H", "H", "H", "H", "H", "H", "C", "N", "C", "C", "C", "C", "C", "N", "C", "C", "C", "C", "C", "C", "H", "H", "H", "H", "H", "H", "H", "H", "H", "H", "H", "O", "S", "C", "C", "C", "C", "C", "C", "C", "C", "C", "C", "C", "C", "H", "H", "H", "H", "H", "H", "H", "H", "H", "H", "C", "C", "As", "C", "C", "C", "C", "C", "C", "C", "C", "C", "C", "C", "C", "P", "C", "C", "C", "C", "C", "C", "C", "C", "C", "C", "C", "C", "H", "H", "H", "H", "H", "H", "H", "H", "H", "H", "H", "H", "H", "H", "H", "H", "H", "H", "H", "H", "H", "H", "H", "H"],
  "coordinates": [[1.0667, -0.0145, 1.7811], [3.9266, 2.6179, 5.7473], [2.6994, 1.9761, 6.0949], [2.2897, 1.3086, 5.0229], [2.9189, 1.4833, 3.9159], [3.9483, 2.5322, 4.2171], [5.3568, 2.3727, 3.6813], [6.4122, 2.8979, 4.4241], [7.7040, 2.9147, 3.9222], [7.9540, 2.4511, 2.6428], [6.9097, 1.9349, 1.8928], [5.6265, 1.8643, 2.4170], [1.1722, 0.3891, 5.3172], [0.6536, 0.3931, 6.6091], [-0.2939, -0.5531, 6.9554], [-0.6652, -1.4949, 6.0150], [-0.1131, -1.4142, 4.7453], [0.7635, -0.4729, 4.3832], [-0.4593, -2.4064, 3.7174], [-0.2681, -2.2434, 2.4680], [-0.7879, -3.4380, 1.7889], [-1.1199, -4.3913, 2.9648], [-1.0006, -3.5447, 4.1310], [0.1492, -4.0385, 0.7722], [-0.3637, -4.8234, -0.2580], [0.4925, -5.4377, -1.1604], [1.8664, -5.2645, -1.0504], [2.3810, -4.4836, -0.0257], [1.5238, -3.8829, 0.8858], [4.7351, 2.0452, 6.2053], [3.9205, 3.6296, 6.1422], [3.5514, 3.4630, 3.7958], [6.2304, 3.3284, 5.4008], [8.5110, 3.3094, 4.5240], [8.9529, 2.4954, 2.2302], [7.0975, 1.5913, 0.8857], [4.8284, 1.4283, 1.8349], [1.0254, 1.1055, 7.3308], [-0.7063, -0.5781, 7.9545], [-1.3701, -2.2792, 6.2505], [-1.7063, -3.1383, 1.2768], [-0.4015, -5.2064, 3.0570], [-2.1249, -4.8030, 2.9229], [-1.4340, -4.9718, -0.3471], [0.0854, -6.0604, -1.9463], [2.5317, -5.7535, -1.7496], [3.4522, -4.3635, 0.0799], [1.9195, -3.3031, 1.7083], [1.3380, 1.0482, -2.6961], [1.8214, -0.0169, -1.8259], [3.1426, -0.0330, -1.4973], [3.6895, -0.7208, -0.4546], [5.0737, -1.0588, -0.2691], [5.1787, -1.6215, 0.9671], [3.8758, -1.5763, 1.5306], [2.9768, -1.0931, 0.6888], [0.9175, 0.3897, -3.9403], [-0.7273, -1.2861, -3.6132], [-1.0870, -2.3769, -4.3042], [-0.9943, -2.5235, -5.7471], [-0.2050, -1.6895, -6.4247], [1.6641, -0.4899, -4.8779], [2.1414, 1.7718, -2.8694], [0.5178, 1.5774, -2.2059], [3.8220, 0.5511, -2.1154], [5.8505, -0.9547, -1.0100], [6.0616, -2.0230, 1.4359], [3.5948, -1.8527, 2.5393], [-0.5126, -2.5050, -1.9679], [-1.3621, -3.2764, -3.7636], [-1.4628, -3.3795, -6.2129], [0.0215, -1.8295, -7.4735], [2.5342, -0.0505, -5.3763], [1.0718, 2.2027, 0.5412], [1.9421, 3.4526, 0.6072], [1.8265, 4.1811, -1.0261], [0.6031, 4.4677, -1.6142], [0.5903, 5.0497, -2.8715], [1.7873, 5.3381, -3.5219], [3.0049, 5.0332, -2.9296], [3.0284, 4.4516, -1.6679], [0.9813, 4.6892, 1.4781], [1.5501, 5.9503, 1.6150], [0.8384, 6.9348, 2.2795], [-0.4076, 6.6434, 2.8251], [-0.9449, 5.3695, 2.7088], [-0.2462, 4.3804, 2.0287], [-0.3179, 4.2422, -1.0882], [-0.3526, 5.2940, -3.3426], [1.7683, 5.8146, -4.4930], [3.9312, 5.2512, -3.4438], [3.9666, 4.2207, -1.1744], [2.5309, 6.1587, 1.2009], [1.2480, 7.9321, 2.3634], [-0.9585, 7.4172, 3.3422], [-1.9135, 5.1461, 3.1364], [-0.6417, 3.3803, 1.9122], [-3.0135, -1.5782, -1.1802], [-3.1180, -3.0925, -1.1537], [-4.9179, -3.8591, -1.6148], [-5.9154, -3.2198, -0.0632], [-6.3118, -1.8935, 0.1010], [-6.9668, -1.5050, 1.2610], [-7.2381, -2.4333, 2.2561], [-6.8639, -3.7590, 2.0879], [-6.2083, -4.1504, 0.9293], [-5.4658, -2.6776, -3.0571], [-4.5767, -2.4285, -4.1007], [-4.9445, -1.6210, -5.1647], [-6.2130, -1.0576, -5.1971], [-7.1190, -1.3344, -4.1836], [-6.7602, -2.1708, -3.1356], [-1.3523, -0.8791, -0.6631], [-0.3520, -1.4336, -2.1566], [-0.3877, -0.0231, -4.4370], [0.3359, -0.4847, -5.7426], [2.0758, -1.8183, -4.2579], [1.8809, -2.1878, -2.9978], [1.1870, -1.3605, -1.9164], [-1.9093, 0.8633, -0.6768], [-2.1360, 1.6957, -1.7663], [-2.7647, 2.9215, -1.5904], [-3.1948, 3.3173, -0.3335], [-2.9571, 2.5018, 0.7651], [-2.3030, 1.2924, 0.5943], [-3.7264, -1.1497, -0.4712], [-3.2453, -1.1772, -2.1711], [-2.9147, -3.4734, -0.1523], [-2.4055, -3.5662, -1.8319], [-6.1184, -1.1643, -0.6770], [-7.2812, -0.4758, 1.3800], [-7.7597, -2.1291, 3.1538], [-7.0978, -4.4901, 2.8503], [-5.9317, -5.1895, 0.7896], [-3.5929, -2.8850, -4.0817], [-4.2535, -1.4473, -5.9809], [-6.5052, -0.4308, -6.0288], [-8.1146, -0.9127, -4.2190], [-7.4878, -2.4338, -2.3777], [-1.2264, 0.6754, -4.4844], [0.3997, 0.3394, -6.4516], [2.5474, -2.5012, -4.9537], [2.1894, -3.1810, -2.6898], [1.3594, -1.8290, -0.9486], [-1.8405, 1.3828, -2.7601], [-2.9399, 3.5594, -2.4475], [-3.7138, 4.2581, -0.2082], [-3.2925, 2.8037, 1.7495], [-2.1369, 0.6405, 1.4499]],
  "forces_ev_per_angstrom": [[-0.1957, -0.0571, -0.0863], [0.2519, 0.0462, -0.0758], [-0.4300, 0.1055, 0.5095], [0.6755, 0.1700, -0.9478], [-0.3044, -0.3809, 0.3346], [0.0044, 0.1388, -0.0393], [-0.1155, -0.0654, -0.1041], [-0.0820, 0.0400, 0.0336], [0.0246, 0.0610, 0.0247], [0.0298, -0.0151, -0.0526], [-0.0756, -0.1441, -0.0361], [0.0066, 0.1010, 0.0237], [-0.1974, -0.1756, 0.1593], [-0.0189, -0.0802, 0.0703], [0.0786, 0.0862, 0.0499], [-0.0970, -0.1373, -0.1243], [-0.0474, 0.1421, 0.3223], [0.3152, 0.0040, -0.0497], [-0.0586, -0.1996, -0.2259], [0.6335, 0.3434, -0.1207], [-0.2420, -0.1426, -0.0619], [0.0696, -0.1119, -0.3376], [-0.1077, 0.1447, 0.2595], [-0.0188, 0.0463, 0.0563], [0.0044, -0.0243, 0.0187], [-0.0386, 0.0178, -0.0752], [0.0007, 0.0005, -0.0062], [0.0605, -0.0125, 0.0145], [-0.0979, -0.0603, 0.0607], [-0.0395, 0.0226, -0.0224], [-0.0458, -0.0104, 0.0178], [-0.0402, -0.0059, -0.0365], [0.0859, -0.0203, -0.0026], [-0.0144, 0.0331, 0.0105], [-0.0020, -0.0088, 0.0100], [0.0174, -0.1230, -0.0614], [-0.1770, -0.0079, -0.1442], [-0.0580, -0.0146, -0.0399], [-0.0184, 0.0085, 0.0022], [0.0246, -0.0337, -0.0293], [0.0823, -0.0001, 0.0857], [0.0257, 0.0706, 0.0630], [-0.0192, 0.0828, 0.0779], [0.1299, -0.0659, 0.0404], [0.0058, -0.0357, 0.0024], [0.0190, -0.0264, 0.0003], [0.0174, 0.0005, -0.0060], [0.0011, -0.0740, -0.0179], [-0.2011, 0.5556, 0.2391], [-0.1974, 0.0169, 0.0562], [0.3936, 0.0220, -0.0588], [-0.0599, 0.4022, -0.1417], [0.0228, 0.0589, 0.0763], [0.1924, -0.0722, -0.1241], [-0.1855, 0.0818, -0.0689], [-0.3689, 0.0310, 0.6898], [-0.0932, -1.2640, 0.4145], [0.1895, -0.3265, 0.3551], [0.0578, 0.1710, -0.1714], [0.0278, 0.0168, -0.0906], [-0.0793, -0.0031, -0.0108], [-0.0778, -0.0978, -0.2315], [-0.0525, 0.0241, -0.0717], [-0.0097, 0.0187, -0.0607], [-0.0481, -0.0862, -0.0860], [0.0300, 0.1063, 0.0059], [0.0083, 0.0224, 0.0284], [0.0580, -0.0434, 0.0271], [0.0155, 0.0106, 0.0212], [0.0074, 0.0732, 0.1580], [0.0392, -0.0130, -0.0393], [-0.1083, 0.0037, -0.0309], [-0.0296, 0.1291, 0.0745], [0.0886, -0.3634, 0.1746], [-0.3428, 0.3538, -0.2897], [0.4421, -0.0850, 0.1553], [-0.1125, -0.0490, 0.0562], [-0.0428, -0.0893, 0.0503], [0.0675, -0.0214, -0.0388], [-0.0184, -0.0160, -0.0789], [-0.0284, -0.1029, 0.0647], [0.2837, -0.0063, 0.1670], [0.0297, -0.0288, -0.0363], [0.0011, -0.0101, -0.0422], [-0.0400, -0.0186, -0.0092], [0.0114, 0.0670, -0.0364], [0.0132, -0.2294, -0.0385], [-0.0070, 0.0433, -0.0045], [-0.0098, 0.0312, 0.0072], [-0.0014, -0.0049, -0.0123], [0.0019, 0.0522, 0.0200], [0.0010, 0.0358, -0.0446], [-0.0439, 0.0581, -0.0136], [0.0279, -0.0153, 0.0485], [-0.0046, -0.0061, 0.0113], [0.0057, 0.0125, 0.0225], [-0.0576, 0.0110, -0.0113], [0.3368, -0.1766, 0.3010], [-0.3432, 0.2865, -0.2503], [0.0900, -0.6792, 0.1134], [0.1321, 0.2892, -0.3178], [0.0676, -0.0200, 0.1604], [-0.0157, 0.1206, -0.0499], [-0.0170, -0.0714, 0.0210], [-0.0158, 0.0517, 0.0431], [0.0864, -0.0636, -0.0519], [-0.0233, 0.0866, 0.0931], [-0.0271, 0.0382, 0.1500], [-0.0075, -0.0294, -0.0518], [-0.0096, 0.0393, -0.0325], [-0.0366, -0.0872, -0.0971], [0.1372, 0.0448, 0.0956], [-0.3614, 0.1736, -0.3624], [0.0674, 0.3360, 0.3634], [-0.2135, 0.9037, -0.6687], [0.1954, -0.1289, -0.0712], [0.1183, 0.0081, 0.1873], [0.1634, -0.0349, 0.0709], [-0.0351, -0.4415, -0.1378], [0.3345, -0.0328, 0.0998], [0.0531, -0.0535, 0.0571], [0.0128, 0.0143, -0.1712], [0.0502, 0.0474, 0.0915], [-0.0419, 0.0026, -0.0258], [-0.0499, -0.0182, -0.0825], [-0.0039, 0.0486, -0.0466], [-0.0312, 0.0532, 0.0405], [-0.1438, -0.0441, -0.0991], [-0.0310, -0.0124, 0.0104], [-0.0259, 0.0015, 0.0025], [-0.0084, -0.0027, 0.0149], [-0.0113, 0.0049, -0.0017], [-0.0048, -0.0083, 0.0000], [-0.0221, -0.0050, 0.0054], [-0.0104, 0.0284, -0.0233], [0.0065, 0.0106, -0.0102], [-0.0027, 0.0294, 0.0156], [-0.0250, -0.0439, -0.0245], [-0.0085, 0.1284, 0.0309], [0.0611, -0.0048, 0.0969], [-0.0013, 0.0475, 0.0562], [0.0589, 0.0424, -0.0190], [-0.0382, 0.0155, -0.0716], [-0.0219, -0.0884, -0.1125], [-0.1292, 0.0402, 0.0529], [-0.0428, 0.0087, 0.0007], [0.0060, 0.0115, -0.0111], [-0.0038, 0.0002, -0.0096], [-0.0318, 0.0446, 0.0004]]
}

What relative energy (zero: lowest compared OMol25 entry of this formula, charge and spin) values result from the calculations? In sequence: 0.0, 195.0, 438.5 kJ/mol.